(1)
{"formula": "C16H20F12O8", "method": "the ωB97M-V functional and the def2-TZVPD basis", "relative_energy_kcal_mol": 38.2, "gap_ev": 11.74, "smiles": "CCOC(=O)C(F)(F)F.CCOC(=O)C(F)(F)F.CCOC(=O)C(F)(F)F.CCOC(=O)C(F)(F)F", "e_lumo_ev": 0.7, "species": ["C", "C", "O", "C", "O", "C", "F", "F", "F", "H", "H", "H", "H", "H", "C", "C", "O", "C", "O", "C", "F", "F", "F", "H", "H", "H", "H", "H", "C", "C", "O", "C", "O", "C", "F", "F", "F", "H", "H", "H", "H", "H", "C", "C", "O", "C", "O", "C", "F", "F", "F", "H", "H", "H", "H", "H"], "positions_angstrom": [[5.45051, 2.16134, 3.06966], [4.03192, 1.72958, 3.23449], [3.87386, 0.32481, 3.39010], [4.07063, -0.44504, 2.31377], [4.10970, -0.05844, 1.15843], [3.94502, -1.91176, 2.59036], [2.67445, -2.04826, 3.08820], [4.14984, -2.66870, 1.57324], [4.84502, -2.18742, 3.54524], [5.48496, 3.19489, 3.33063], [5.78742, 2.03656, 2.01024], [6.02987, 1.57444, 3.80685], [3.37605, 2.01858, 2.37441], [3.61967, 2.11869, 4.21176], [1.10218, -2.05419, -1.11273], [-0.24256, -1.65724, -0.47893], [-0.02577, -0.46910, 0.28781], [-0.55991, -0.43799, 1.50905], [-1.08046, -1.30726, 2.08112], [-0.43692, 0.90975, 2.11509], [-1.09799, 1.02792, 3.24270], [0.86220, 1.18072, 2.35688], [-0.88697, 1.81533, 1.28270], [0.96546, -2.99080, -1.61043], [1.78221, -2.29004, -0.26267], [1.54269, -1.30169, -1.71962], [-0.60298, -2.42773, 0.20004], [-1.03202, -1.49464, -1.20071], [3.58735, 2.60293, -1.71807], [2.64194, 1.52176, -1.40814], [2.13356, 1.02123, -2.69258], [0.84295, 0.93004, -2.88741], [-0.00523, 1.47854, -2.27370], [0.44439, -0.05110, -3.98850], [1.39819, -1.00305, -4.17813], [-0.70236, -0.54578, -3.62782], [0.28540, 0.59386, -5.12694], [4.05754, 3.00730, -0.82819], [3.00598, 3.34735, -2.22592], [4.32565, 2.45315, -2.54693], [1.83738, 1.96624, -0.83049], [3.08899, 0.71541, -0.77551], [-8.50501, -0.49506, -1.96222], [-6.95398, -0.61725, -1.79967], [-6.51482, -1.04677, -0.49621], [-5.19511, -1.16765, -0.39388], [-4.40107, -0.90319, -1.26684], [-4.54363, -1.42143, 0.99628], [-3.53780, -0.53428, 1.08523], [-5.38286, -1.33978, 1.98155], [-4.00578, -2.70371, 1.00583], [-9.05980, -1.45683, -1.98156], [-8.65212, 0.04654, -2.87175], [-8.90777, 0.01862, -1.10534], [-6.51387, 0.41827, -1.85859], [-6.50625, -1.17771, -2.61218]]}

=====

(2)
{"formula": "C16H20HfN4O3", "method": "the ωB97M-V functional and the def2-TZVPD basis", "relative_energy_kcal_mol": 0.0, "gap_ev": 6.58, "e_lumo_ev": -16.7, "total_charge": 4, "species": ["N", "C", "C", "H", "H", "H", "N", "C", "C", "H", "H", "H", "N", "C", "C", "H", "H", "H", "Hf", "C", "O", "C", "O", "C", "C", "C", "C", "C", "C", "H", "H", "H", "H", "H", "H", "C", "C", "N", "O", "H", "H", "H", "H", "H"], "positions_angstrom": [[1.01544, 2.26671, -0.35986], [0.74794, 3.38137, -0.15414], [0.47800, 4.79741, 0.00959], [-0.59955, 5.02769, -0.04132], [0.99312, 5.38338, -0.77014], [0.83053, 5.16136, 0.98235], [1.48923, -1.07600, -0.52998], [2.48115, -1.66765, -0.59554], [3.72563, -2.39860, -0.69673], [4.40412, -1.89707, -1.40824], [3.52836, -3.42795, -1.03664], [4.22424, -2.44884, 0.28216], [-1.74308, -2.96456, -0.15971], [-2.82828, -2.55864, -0.26473], [-4.28910, -2.48528, -0.27232], [-4.60135, -3.22713, 0.46921], [-4.69364, -2.80963, -1.23661], [-4.75162, -1.53253, 0.00759], [-0.16494, 0.43502, -1.24687], [0.18095, -2.12795, 2.12719], [1.00213, -2.92942, 2.00382], [1.23698, 0.44526, 2.11695], [2.30088, 0.57072, 2.50429], [0.09193, 1.61887, -3.01809], [-1.29248, 1.64874, -2.75056], [-2.01507, 0.45428, -2.64488], [-1.37304, -0.77488, -2.78011], [-0.01312, -0.81762, -3.10037], [0.72885, 0.37148, -3.24055], [0.68183, 2.53417, -3.00256], [-1.81006, 2.59853, -2.61470], [-3.09666, 0.45495, -2.53069], [-1.94813, -1.69923, -2.74272], [0.45567, -1.78339, -3.25860], [1.80790, 0.31165, -3.37489], [-2.51855, 2.07911, 1.93595], [-2.09167, 0.78058, 1.36542], [-2.18544, -0.32031, 2.09845], [-1.57184, 0.66813, 0.18775], [-3.22423, 1.86490, 2.75375], [-3.01039, 2.69933, 1.17308], [-1.64461, 2.60735, 2.35399], [-1.68365, -1.16668, 1.78993], [-2.49758, -0.23600, 3.05496]]}

=====

(3)
{"formula": "C16H20IN2O3PtS", "method": "the ωB97M-V functional and the def2-TZVPD basis", "relative_energy_kcal_mol": 0.0, "gap_ev": [4.81, 4.80], "e_lumo_ev": [-10.3, -10.3], "total_charge": 3, "species": ["Pt", "I", "C", "C", "N", "N", "C", "H", "H", "H", "C", "C", "O", "S", "C", "C", "C", "C", "C", "C", "C", "C", "H", "H", "H", "H", "H", "H", "H", "C", "O", "H", "H", "H", "H", "C", "C", "O", "H", "H", "H", "H", "H", "H"], "positions_angstrom": [[1.41670, -2.75698, 1.20042], [-2.03806, -6.18221, -2.47103], [-1.42277, -4.95146, -0.94445], [-2.17363, -4.47723, 0.11227], [-1.36945, -3.71241, 0.86908], [-0.12914, -3.67228, 0.35296], [-0.14652, -4.41626, -0.75284], [-3.20789, -4.63278, 0.37143], [-1.59093, -3.20838, 1.71282], [0.74236, -4.53778, -1.35010], [-3.77241, 12.08361, -4.62645], [-2.83714, 11.58752, -3.66440], [-2.10758, 11.20090, -2.91846], [-1.41683, 5.19737, -1.81075], [-0.90704, 3.76155, -1.25069], [0.27119, 3.65356, -0.39965], [0.68939, 2.45515, 0.05623], [-0.02610, 1.26103, -0.29179], [-1.19115, 1.33638, -1.12461], [-1.61491, 2.53099, -1.58625], [0.41193, 0.02970, 0.17265], [0.79378, -1.05931, 0.58271], [-3.71046, 13.17753, -4.62925], [-4.77338, 11.75669, -4.32633], [-3.50207, 11.68073, -5.60769], [0.79589, 4.56582, -0.14866], [1.56217, 2.37069, 0.68765], [-1.70972, 0.42180, -1.37438], [-2.48832, 2.61389, -2.21939], [4.17533, -1.41604, 1.28705], [3.09224, -1.94881, 2.11745], [4.99426, -1.13597, 1.94354], [3.81563, -0.56618, 0.71284], [4.48160, -2.22107, 0.62768], [2.87901, -1.32103, 2.82039], [0.78654, -5.53111, 3.63300], [1.41157, -5.77970, 2.28563], [2.19688, -4.61940, 1.83230], [0.19723, -6.40089, 3.92403], [0.12397, -4.66368, 3.61042], [1.54260, -5.37490, 4.40330], [0.67570, -5.94125, 1.50235], [2.09604, -6.62572, 2.29153], [2.98353, -4.53206, 2.38746]]}

=====

(4)
{"formula": "C16H20IrN2O10P", "method": "the ωB97M-V functional and the def2-TZVPD basis", "relative_energy_kcal_mol": 109.8, "gap_ev": 6.31, "e_lumo_ev": -2.3, "species": ["Ir", "O", "C", "O", "C", "C", "C", "C", "C", "O", "C", "C", "O", "O", "H", "H", "H", "H", "H", "H", "H", "H", "O", "C", "O", "C", "C", "N", "N", "C", "C", "O", "O", "H", "H", "H", "C", "P", "C", "C", "O", "H", "H", "H", "H", "H", "H", "H", "H", "H"], "positions_angstrom": [[0.92062, -0.44827, 0.16049], [2.41137, -3.54518, 2.84952], [1.78163, -2.62627, 2.39436], [2.07157, -1.74806, 1.56748], [0.29933, -2.45931, 3.06449], [0.05864, -0.98117, 3.38480], [-1.16468, -0.89981, 4.31971], [-2.31640, -1.14720, 3.32729], [-1.53436, -1.38360, 2.02352], [-0.45168, -0.46149, 2.16028], [-0.85118, -2.75588, 2.12173], [-0.36583, -3.28952, 0.68444], [-0.19181, -4.48250, 0.61198], [-0.27350, -2.41268, -0.20704], [0.34012, -3.10773, 3.93787], [0.93577, -0.42161, 3.70260], [-1.23481, 0.08663, 4.77463], [-1.11958, -1.64877, 5.10627], [-2.94698, -0.26523, 3.22873], [-2.94698, -1.99213, 3.59403], [-2.07046, -1.19626, 1.09468], [-1.50628, -3.54509, 2.48987], [2.96922, 1.40723, -5.12010], [2.00734, 0.52024, -5.27046], [1.45768, 0.31725, -6.32404], [1.60969, -0.25441, -4.05892], [0.77785, -1.36921, -4.06387], [0.63948, -1.77149, -2.79632], [1.31809, -0.99125, -1.97286], [1.91475, -0.05361, -2.69580], [2.62679, 1.03632, -1.93722], [3.36944, 1.80425, -2.54307], [2.33229, 1.09156, -0.70908], [3.26229, 1.54981, -4.16981], [0.30694, -1.85855, -4.89284], [0.09957, -2.52798, -2.38740], [-2.45063, 2.97500, -1.47534], [-0.93946, 2.44205, -0.59739], [0.42534, 3.45837, -1.23822], [-1.15038, 2.90170, 1.15572], [-0.74512, 0.96733, -0.75568], [-2.61604, 4.03693, -1.31186], [-3.30140, 2.40716, -1.10526], [-2.33347, 2.78333, -2.54016], [0.24631, 4.51462, -1.06299], [0.54088, 3.27810, -2.30576], [1.34022, 3.15002, -0.73707], [-1.43659, 3.94236, 1.26801], [-0.20721, 2.71991, 1.66510], [-1.90835, 2.25410, 1.59098]]}

=====

(5)
{"formula": "C16H20N2O2S", "method": "the ωB97M-V functional and the def2-TZVPD basis", "relative_energy_kcal_mol": 40.1, "gap_ev": 9.14, "smiles": "CCCCS(=O)(=O)Nc1ccc(Cc2ccncc2)cc1", "e_lumo_ev": 0.6, "species": ["C", "C", "C", "C", "S", "O", "O", "N", "C", "C", "C", "C", "C", "C", "C", "C", "N", "C", "C", "C", "C", "H", "H", "H", "H", "H", "H", "H", "H", "H", "H", "H", "H", "H", "H", "H", "H", "H", "H", "H", "H"], "positions_angstrom": [[-1.71834, -3.64987, -0.50574], [-2.82650, -2.93281, 0.25495], [-2.81360, -1.43023, -0.03219], [-3.90437, -0.69126, 0.71074], [-3.93810, 1.05010, 0.20024], [-3.93563, 1.12575, -1.22750], [-4.97706, 1.71074, 0.93180], [-2.52406, 1.67507, 0.82586], [-1.23524, 1.71924, 0.30795], [-0.19010, 2.17739, 1.10934], [1.09832, 2.22376, 0.61672], [1.38113, 1.81713, -0.68162], [2.79922, 1.85323, -1.19071], [3.63711, 0.85558, -0.43967], [4.69526, 1.24619, 0.37091], [5.41015, 0.27397, 1.05334], [5.13959, -1.01694, 0.97970], [4.13133, -1.39101, 0.20914], [3.35314, -0.50465, -0.51489], [0.33620, 1.36064, -1.47243], [-0.95999, 1.31215, -0.99315], [-1.73950, -4.71596, -0.29457], [-1.83993, -3.50903, -1.57701], [-0.74424, -3.26145, -0.21722], [-3.79433, -3.34783, -0.03316], [-2.69916, -3.09804, 1.32702], [-1.84103, -1.01790, 0.24560], [-2.95582, -1.26130, -1.10120], [-4.89308, -1.07624, 0.47333], [-3.76425, -0.68893, 1.78780], [-2.66175, 2.09772, 1.72833], [-0.39621, 2.50233, 2.11914], [1.89718, 2.58093, 1.25052], [2.81160, 1.61052, -2.25549], [3.21616, 2.85438, -1.06021], [4.96149, 2.28850, 0.46726], [6.24133, 0.54109, 1.69334], [3.94248, -2.45633, 0.17449], [2.53712, -0.85868, -1.12682], [0.53083, 1.04572, -2.48764], [-1.76736, 0.98632, -1.62628]]}